[1]
C9H14 | ωB97M-V/def2-TZVPD

Positions of all 23 atoms, in Å:
C  0.93  2.54  0.17
H  0.69  -1.45  -2.30
H  0.51  -3.44  0.21
C  -1.04  1.18  0.51
C  1.13  0.54  1.41
H  0.65  -3.95  -1.46
H  1.75  -0.22  1.88
H  -0.76  -3.11  -0.85
C  -0.22  0.31  1.23
H  -0.94  3.21  -0.40
C  -0.44  2.36  0.05
C  1.78  1.60  0.80
C  0.83  -1.76  -1.26
C  -2.49  0.93  0.26
H  -0.68  -0.63  1.51
H  -2.84  0.14  0.94
H  0.31  -0.95  -0.74
H  1.50  3.37  -0.23
H  1.90  -1.59  -1.11
H  2.83  1.66  0.57
C  0.34  -3.12  -0.83
H  -2.64  0.55  -0.75
H  -3.10  1.82  0.40

Calculated values
- F_max: 0.043 hartree/bohr
- Relative energy (zero: lowest compared OMol25 entry of this formula, charge and spin): 0.653 eV
- SMILES: Cc1ccccc1.CC
- HOMO level: -8.991 eV


[2]
C9H14BI2O2 | ωB97M-V/def2-TZVPD

Positions of all 28 atoms, in Å:
H  4.24  1.25  1.78
H  -1.33  -0.27  -1.54
H  -2.15  -1.84  -0.69
H  -1.62  -0.57  1.19
C  2.18  0.24  -1.12
H  2.19  0.90  -1.99
C  3.77  1.04  0.85
C  -1.12  1.81  -0.96
C  -1.08  2.05  0.52
C  -0.89  -1.36  1.06
I  1.88  -2.61  0.82
H  0.93  -0.25  1.59
C  -0.51  0.45  -1.44
H  -2.18  1.80  -1.22
H  -0.13  0.64  -2.45
H  -0.69  2.66  -1.49
I  -3.72  -1.63  0.38
B  0.70  -0.06  -0.58
H  2.58  -0.73  -1.45
C  0.55  -0.87  0.77
C  -1.35  -2.38  -0.03
O  -2.07  1.92  1.20
H  -0.89  -1.88  2.02
C  3.09  0.71  -0.08
H  -1.87  -3.21  0.41
H  -0.51  -2.71  -0.69
O  0.07  2.46  1.10
H  -0.10  2.44  2.05

Calculated values
- Total charge: -1
- F_max: 0.154 hartree/bohr
- HOMO level: -2.303 eV


[3]
C9H14BNO2 | ωB97M-V/def2-TZVPD

Positions of all 27 atoms, in Å:
C  -0.88  1.63  -0.02
O  -2.70  -1.75  -2.04
C  0.23  -0.71  0.16
C  -1.74  -2.18  0.55
H  1.15  -2.54  0.50
H  -3.11  -1.95  -2.86
H  0.86  3.30  0.96
H  -2.08  -1.66  1.37
H  -0.78  2.31  -0.90
H  -1.80  1.04  -0.19
C  1.29  -1.43  0.57
C  0.20  0.69  0.27
C  1.66  2.80  0.57
C  2.50  0.54  1.22
H  3.05  -1.55  1.73
H  1.87  3.22  -0.49
H  3.34  1.07  1.73
H  2.58  2.86  1.27
H  -1.12  -0.24  -3.51
B  -1.57  -1.08  -1.64
H  -1.06  2.17  0.84
O  -1.03  -0.18  -2.53
H  -1.09  -2.98  0.91
N  -0.94  -1.38  -0.36
C  2.30  -0.81  1.34
H  -2.56  -2.45  -0.12
C  1.44  1.29  0.67

Calculated values
- F_max: 0.076 hartree/bohr
- Relative energy (zero: lowest compared OMol25 entry of this formula, charge and spin): 0.000 eV
- SMILES: Cc1cccc(N(C)B(O)O)c1C
- HOMO level: -8.500 eV


[4]
C9H14Cl2NReSSbSe4Si | ωB97M-V/def2-TZVPD

Positions of all 34 atoms, in Å:
Si  3.17  -4.34  2.02
H  4.35  -2.85  0.39
H  -6.00  4.71  6.61
H  0.49  -5.77  1.59
H  -1.75  -5.07  0.84
H  -5.07  3.75  7.96
Se  -0.66  -0.41  -1.83
Cl  -1.45  0.59  1.81
C  3.52  -3.33  3.54
C  4.31  -3.92  0.60
Se  1.35  1.81  -0.23
H  4.07  -6.50  2.68
H  2.83  -6.74  1.47
H  2.79  -3.53  4.33
C  1.39  -3.82  1.44
H  3.52  -2.25  3.34
C  0.32  -4.73  1.34
H  2.39  -6.41  3.16
H  4.02  -4.44  -0.31
C  -0.94  -4.35  0.91
H  -2.14  -2.67  0.23
H  4.51  -3.58  3.93
S  2.00  -1.03  1.00
Se  -0.56  3.55  -4.06
C  1.04  -2.54  1.10
N  -0.18  -2.15  0.68
Re  0.06  -0.05  0.37
H  5.32  -4.23  0.86
C  3.09  -6.16  2.36
C  -1.18  -3.03  0.58
Cl  -7.34  4.01  8.37
Se  1.42  2.31  -4.81
C  -5.99  4.17  7.55
Sb  0.40  1.79  -2.65

Calculated values
- Total charge: +3
- F_max: 0.004 hartree/bohr
- HOMO level: -16.249 eV


[5]
C9H14CrN2P | ωB97M-V/def2-TZVPD

Positions of all 27 atoms, in Å:
C  -1.06  -0.32  -3.29
H  0.43  -1.98  -3.74
C  -0.17  -0.83  2.02
H  -1.54  1.83  -2.69
H  0.53  -3.88  -1.44
C  0.22  -1.02  -3.25
H  1.00  1.84  -1.72
C  -0.87  0.96  -2.65
C  0.48  0.98  -2.11
P  0.31  -2.83  -0.52
H  0.51  -0.20  4.04
C  -0.53  1.21  1.33
C  0.14  0.01  3.06
H  1.02  2.56  3.85
H  2.21  -0.43  -2.41
H  -1.94  -0.66  -3.85
N  -0.60  -0.06  0.94
H  -0.13  3.37  2.74
Cr  -0.67  -0.55  -1.24
C  0.02  2.51  3.39
H  1.61  -2.77  0.09
C  1.15  -0.23  -2.57
H  -0.09  -1.89  1.98
H  -0.80  2.07  0.72
H  -0.71  2.53  4.21
H  -0.41  -3.53  0.51
N  -0.11  1.30  2.61

Calculated values
- F_max: 0.063 hartree/bohr
- Relative energy (zero: lowest compared OMol25 entry of this formula, charge and spin): 0.000 eV
- Spin multiplicity: 4
- HOMO level (spin up / spin down): -5.389 / -4.451 eV


[6]
C9H14INSi | ωB97M-V/def2-TZVPD

Positions of all 26 atoms, in Å:
C  -2.41  0.16  -1.70
C  0.85  0.76  -0.15
H  0.46  -2.84  2.00
C  0.54  1.31  1.09
H  1.92  0.91  -1.96
C  1.51  1.50  -1.11
Si  0.05  -0.79  -0.87
C  -0.12  -2.01  1.67
N  -0.08  -2.11  0.18
H  -1.35  -3.00  -1.25
H  0.48  -1.06  1.97
H  -2.24  0.86  -2.42
H  0.64  -0.92  -2.23
H  0.83  2.88  2.43
H  -1.08  -1.95  2.15
C  -0.93  -3.18  -0.22
H  -0.33  -4.18  -0.25
C  1.62  3.25  0.41
C  0.96  2.58  1.41
H  2.70  3.13  -1.49
H  -1.77  -3.41  0.52
H  1.84  4.32  0.65
H  -0.11  0.76  1.81
I  -3.12  1.08  0.10
H  -2.87  -0.80  -1.90
C  1.99  2.75  -0.82

Calculated values
- F_max: 0.100 hartree/bohr
- Relative energy (zero: lowest compared OMol25 entry of this formula, charge and spin): 1.579 eV
- HOMO level: -7.313 eV


[7]
C9H14N2O2 | ωB97M-V/def2-TZVPD

Positions of all 27 atoms, in Å:
H  2.72  1.94  -0.21
H  3.40  0.46  -2.10
H  4.12  -0.65  -1.01
O  -3.27  2.46  -0.22
H  2.19  1.25  1.91
H  0.65  0.68  0.24
H  -2.92  -2.65  0.24
O  -0.72  -1.26  -0.03
H  -5.17  -1.48  0.24
H  3.06  -0.30  1.78
C  -3.20  1.26  -0.23
H  1.21  -0.81  -1.51
H  4.38  1.45  0.27
N  -4.32  0.43  -0.09
H  0.77  -0.82  1.15
N  -2.02  0.55  -0.22
C  2.55  0.46  1.25
C  1.32  -0.12  0.49
C  1.97  -0.78  -0.70
H  2.12  -1.83  -0.42
C  -3.06  -1.60  0.10
C  -1.82  -0.81  -0.03
C  3.22  0.04  -1.04
C  -4.21  -0.94  0.15
H  -1.10  0.96  -0.26
C  3.30  1.08  0.10
H  -5.18  1.04  0.17

Calculated values
- F_max: 0.059 hartree/bohr
- Relative energy (zero: lowest compared OMol25 entry of this formula, charge and spin): 0.990 eV
- SMILES: O=c1cc[nH]c(=O)[nH]1.C1CCCC1
- HOMO level: -9.681 eV


[8]
C9H14N2O2 | ωB97M-V/def2-TZVPD

Positions of all 27 atoms, in Å:
C  -0.10  -1.62  2.47
N  1.62  1.19  0.10
H  -3.10  0.10  -1.40
H  0.51  -1.06  3.10
H  -2.66  1.69  -1.19
H  -0.96  -2.39  -0.22
H  0.51  -3.43  -0.45
H  -2.57  1.18  -2.83
H  -0.18  -2.55  2.93
H  2.17  2.61  1.48
C  -1.11  0.56  -1.38
O  -0.76  -0.35  -0.66
C  -0.14  -2.92  0.32
C  1.90  1.55  1.29
H  -0.99  3.46  -2.07
H  1.75  0.52  -1.79
H  -0.71  -3.66  0.85
N  0.60  -1.99  1.20
H  0.54  3.60  -1.38
C  -0.11  1.58  -1.56
C  -2.43  0.88  -1.82
C  1.16  1.01  -1.04
H  -1.00  -1.06  2.34
C  -0.11  2.90  -1.72
O  2.68  -1.18  0.48
C  1.64  -1.52  0.78
H  1.82  0.88  2.16

Calculated values
- Total charge: +2
- F_max: 0.081 hartree/bohr
- Relative energy (zero: lowest compared OMol25 entry of this formula, charge and spin): 2.507 eV
- HOMO level: -17.931 eV


[9]
C9H14N2O4S | ωB97M-V/def2-TZVPD

Positions of all 30 atoms, in Å:
H  0.25  -2.41  1.48
S  -1.13  -1.89  -0.20
C  1.47  -2.30  -0.20
C  -1.24  0.42  1.10
H  2.21  -3.03  0.15
C  2.64  1.10  0.69
H  -0.38  0.21  -2.09
H  -2.69  1.90  1.73
C  1.96  -0.90  -0.01
H  -0.03  2.23  -0.68
C  -1.04  1.98  -1.04
C  -1.12  0.49  -1.34
H  -1.58  -0.35  1.80
H  2.64  1.86  -1.40
O  -2.01  2.40  -0.10
C  2.48  1.10  -0.66
H  -0.39  0.95  1.53
H  2.95  1.91  1.31
H  1.26  -2.47  -1.26
N  0.22  -2.57  0.49
O  2.07  -0.10  -1.09
H  -1.24  2.56  -1.95
O  -2.22  -2.23  0.66
H  -2.11  0.23  -1.72
N  -0.81  -0.24  -0.12
C  2.29  -0.21  1.12
H  -3.24  0.82  0.43
H  2.31  -0.58  2.12
C  -2.38  1.39  0.82
O  -1.16  -2.27  -1.57

Calculated values
- F_max: 0.023 hartree/bohr
- Relative energy (zero: lowest compared OMol25 entry of this formula, charge and spin): 0.206 eV
- SMILES: O=S(=O)(NCc1ccco1)N1CCOCC1
- HOMO level: -8.875 eV


[10]
C9H14N2O5 | ωB97M-V/def2-TZVPD

Positions of all 30 atoms, in Å:
H  -1.84  0.73  -1.35
C  2.48  0.99  0.32
H  -2.38  -1.47  -1.57
H  0.38  0.15  0.98
H  1.93  -0.37  -1.33
C  2.01  -0.35  -0.21
N  -1.63  0.10  1.22
H  -3.74  0.64  -1.30
O  4.20  -1.17  0.29
H  3.11  3.13  0.19
O  0.65  1.89  -1.08
C  1.63  2.07  -0.30
C  -0.25  -1.37  -0.11
C  -2.77  0.48  -0.81
H  -3.74  -1.52  -0.44
H  -2.01  -2.05  1.11
C  -2.72  -0.98  -0.63
H  1.68  -2.55  -0.41
H  2.39  1.02  1.48
N  0.72  -0.59  0.36
O  0.03  -2.27  -0.95
O  2.70  -2.65  -0.21
C  3.04  -1.43  0.01
C  -2.58  1.02  0.57
C  -1.66  -1.20  0.48
H  -2.15  2.07  0.54
O  2.30  3.31  -0.26
H  3.57  1.32  0.05
H  -1.85  -0.08  2.24
H  -3.49  1.12  1.10

Calculated values
- F_max: 0.100 hartree/bohr
- Relative energy (zero: lowest compared OMol25 entry of this formula, charge and spin): 1.754 eV
- SMILES: O=C(O)C[C@H](NC(=O)[C@@H]1CCCN1)C(=O)O
- HOMO level: -9.706 eV


[11]
C9H14N2OS | ωB97M-V/def2-TZVPD

Positions of all 27 atoms, in Å:
C  0.61  0.66  2.31
H  -1.23  1.61  2.73
S  1.14  -1.09  0.36
C  -0.28  -0.93  -0.75
C  -1.20  -0.42  -2.93
H  -0.19  2.45  1.70
H  -1.56  -1.43  0.89
N  2.37  -1.37  -0.65
O  0.67  -1.97  1.41
H  -3.19  -0.86  -3.12
H  -1.23  -0.05  -3.96
H  3.02  1.75  0.80
H  2.44  0.76  -0.47
C  -0.12  -0.53  -2.10
N  1.38  0.37  1.16
H  0.95  -0.35  -2.25
C  -1.61  -1.11  -0.22
C  -2.65  -1.20  -1.14
H  1.61  2.34  0.33
H  0.26  -0.14  2.71
C  -0.63  1.53  1.90
H  -3.61  -1.34  -0.71
H  1.17  1.23  3.05
C  -2.42  -0.82  -2.45
H  -0.96  1.03  1.02
H  3.13  -1.47  -0.01
C  2.11  1.33  0.40

Calculated values
- F_max: 0.123 hartree/bohr
- Relative energy (zero: lowest compared OMol25 entry of this formula, charge and spin): 3.255 eV
- Spin multiplicity: 3
- HOMO level (spin up / spin down): -5.388 / -9.223 eV


[12]
C9H14N2S | ωB97M-V/def2-TZVPD

Positions of all 26 atoms, in Å:
H  3.10  -0.12  -1.08
H  0.34  -1.19  -0.61
H  -0.87  0.40  1.85
C  -1.17  0.24  -0.27
C  2.32  -0.44  -0.39
H  -4.10  -0.12  -1.85
H  -3.28  0.18  2.34
C  -3.39  -0.01  -1.04
C  -2.93  0.15  1.31
C  1.34  -1.39  -1.01
H  1.28  -1.25  -2.09
S  1.37  1.19  -0.08
H  1.59  -2.43  -0.80
H  -4.89  -0.08  0.48
C  -2.03  0.12  -1.33
H  3.56  -1.75  0.78
H  1.67  3.02  -1.21
N  1.83  2.03  -1.28
C  -3.83  0.00  0.27
N  1.61  1.89  1.28
C  2.89  -0.90  0.93
H  -1.68  0.13  -2.35
H  1.29  1.38  2.08
C  -1.58  0.27  1.04
H  3.45  -0.10  1.41
H  2.09  -1.21  1.61

Calculated values
- F_max: 0.033 hartree/bohr
- Relative energy (zero: lowest compared OMol25 entry of this formula, charge and spin): 5.626 eV
- HOMO level (spin up / spin down): -8.041 / -8.565 eV


Energy, record by record: -351.306195, -1121.997214, -581.512133, -11937.467888, -1846.544060, -993.170743, -611.328254, -610.543625, -1159.949758, -837.066367, -933.986527, -858.847674 Eh